[1]
16
Properties=species:S:1:pos:R:3:forces:R:3 method="wB97M-V/def2-TZVPD" largest_force_ev_per_a=2.9 lumo_ev=0.6 relative_energy_kj_mol=138.6 charge=0
C -0.7837 1.3375 0.5849 0.49 -1.63 -0.32
C -1.8249 0.2792 0.9153 0.54 -0.34 0.59
C -1.3304 -0.9429 0.6775 -1.26 -0.76 0.46
C -0.0043 -0.9445 0.1289 1.18 1.00 -0.42
C 0.6958 -1.5266 -0.9003 -1.19 0.87 1.52
C 1.6383 -0.5610 -1.4063 0.39 2.68 1.08
C 1.5157 0.6250 -0.6904 0.30 -1.76 -0.54
C 0.5585 0.4536 0.4515 -1.10 -0.16 -1.30
H -0.9868 1.6831 -0.4263 -0.06 0.80 0.26
H -0.7373 2.0636 1.3843 0.12 0.64 -0.33
H -2.7968 0.4486 1.4174 0.71 0.07 -0.56
H -1.9124 -1.8183 0.8830 -0.20 -0.50 -0.11
H 0.4352 -2.4454 -1.3512 -0.11 -0.82 -0.44
H 2.3535 -0.6363 -2.2244 -0.34 -0.38 0.15
H 2.1122 1.4913 -0.8606 0.41 0.44 -0.04
H 1.0673 0.4931 1.4167 0.14 -0.17 0.00


[2]
76
Properties=species:S:1:pos:R:3:forces:R:3 method="wB97M-V/def2-TZVPD" largest_force_ev_per_a=3.1 lumo_ev=0.1 charge=-1
C 9.3123 -0.7907 -1.2083 -0.77 0.20 0.86
C 7.8079 -0.3520 -0.8793 1.15 0.10 -0.64
B 7.1384 0.5012 -2.0748 0.04 -0.27 -0.60
O 7.3882 0.1183 -3.4497 -0.52 -0.97 1.54
Ga 5.8578 2.1620 -1.8127 -0.19 -1.16 0.67
N 6.4777 3.2402 -0.3341 -0.21 0.10 -0.50
N 5.9386 3.2595 -3.4465 0.69 0.52 1.56
C 6.6981 4.1721 -3.1807 -0.82 0.55 -2.80
O 7.3553 5.1586 -3.2851 0.21 -0.36 1.07
C 3.9489 1.4138 -1.6058 -2.08 -0.65 0.03
C 3.6595 -0.0287 -1.7642 -2.05 0.78 0.35
C 2.2963 -0.5788 -1.6612 0.50 3.10 0.25
C 1.1977 0.3724 -1.3978 1.88 -0.33 -0.12
C 1.4626 1.7913 -1.2159 1.33 -1.05 -0.36
C 2.8300 2.3160 -1.3216 -0.81 -2.47 -0.31
H 9.7656 -1.1274 -0.2347 -0.12 0.11 -1.07
H 9.3236 -1.6192 -1.9555 0.20 0.79 0.51
H 9.8830 0.1107 -1.5618 -0.43 -1.01 0.15
H 7.1570 -1.2578 -0.7129 0.55 0.76 -0.01
H 7.8438 0.2586 0.0588 -0.30 -0.57 -0.66
H 6.4989 -0.0907 -3.7938 0.59 0.71 -0.25
H 6.7470 2.6957 0.4831 -0.34 0.38 -0.11
H 5.8584 4.0150 -0.0981 0.30 -0.35 0.37
H 4.4648 -0.7768 -1.9804 -0.55 0.95 0.24
H 2.0789 -1.6631 -1.7974 0.24 1.01 0.14
H 0.1762 -0.0819 -1.3315 0.89 0.79 0.00
H 0.6104 2.4788 -1.0019 0.79 -0.59 -0.20
H 3.0143 3.4119 -1.2058 -0.21 -1.09 -0.09
C -2.6995 -2.7264 2.9822 -0.03 -0.08 -0.04
C -3.1972 -3.8957 3.5513 0.04 -0.02 -0.13
C -3.2764 -5.0576 2.7968 -0.04 0.09 0.21
C -2.8691 -5.0518 1.4658 0.00 0.18 0.06
C -2.3931 -3.8731 0.8896 -0.07 -0.06 0.18
C -2.2988 -2.7149 1.6544 -0.02 0.18 0.16
C -2.0010 -3.8366 -0.5415 0.26 0.59 -0.25
O -1.5837 -2.8106 -1.0425 -0.12 -0.10 0.04
C -2.1365 -5.0725 -1.3519 -0.05 -0.22 -0.11
C -1.8272 -5.0410 -2.7088 0.03 -0.06 -0.21
C -1.9378 -6.1938 -3.4724 -0.02 0.01 0.12
C -2.3492 -7.3858 -2.8818 0.00 0.09 0.08
C -2.6637 -7.4208 -1.5314 0.00 -0.11 -0.19
C -2.5677 -6.2629 -0.7645 0.06 0.05 -0.18
C -2.9408 -6.3038 0.6718 -0.19 -0.55 0.30
O -3.3044 -7.3438 1.1880 0.03 0.11 -0.07
H -2.6296 -1.8215 3.5749 0.00 -0.04 -0.05
H -3.5216 -3.9004 4.5854 0.03 -0.01 -0.06
H -3.6594 -5.9666 3.2450 0.07 -0.01 -0.17
H -1.9169 -1.8006 1.2150 0.00 -0.14 -0.10
H -1.5035 -4.1166 -3.1726 -0.01 0.00 0.19
H -1.7013 -6.1658 -4.5298 0.00 0.01 0.07
H -2.4283 -8.2875 -3.4781 0.01 0.05 0.04
H -2.9879 -8.3495 -1.0770 0.00 0.15 0.11
C -4.5240 6.8741 3.8765 0.03 -0.08 -0.06
C -3.4218 7.3073 3.1442 -0.04 -0.11 -0.04
C -2.8509 6.4776 2.1905 0.02 0.21 0.09
C -3.3724 5.2058 1.9728 -0.13 0.09 0.20
C -4.4620 4.7625 2.7237 0.10 0.18 -0.01
C -5.0429 5.6049 3.6679 -0.01 0.19 0.12
C -4.9988 3.3904 2.5377 -0.48 -0.24 0.31
O -5.9515 3.0053 3.1901 0.09 0.06 -0.05
C -4.3478 2.4956 1.5495 0.13 -0.09 -0.12
C -4.8014 1.1871 1.4033 0.00 -0.20 -0.08
C -4.2071 0.3473 0.4722 -0.01 0.10 0.05
C -3.1637 0.8123 -0.3229 -0.01 0.01 0.00
C -2.7046 2.1122 -0.1770 0.07 -0.12 -0.11
C -3.2876 2.9551 0.7650 -0.13 -0.21 0.02
C -2.7643 4.3329 0.9367 0.55 0.18 -0.42
O -1.8511 4.7393 0.2465 -0.14 -0.02 0.10
H -4.9747 7.5269 4.6152 0.02 -0.04 -0.04
H -3.0095 8.2947 3.3171 -0.02 -0.06 -0.02
H -1.9965 6.8205 1.6191 -0.07 -0.17 -0.05
H -5.8973 5.2698 4.2438 0.08 -0.13 -0.11
H -5.6153 0.8204 2.0177 0.04 0.18 0.01
H -4.5575 -0.6730 0.3628 0.02 0.05 0.01
H -2.7051 0.1564 -1.0545 0.00 0.03 0.06
H -1.8885 2.4656 -0.7962 -0.05 0.10 0.13


[3]
20
Properties=species:S:1:pos:R:3:forces:R:3 method="wB97M-V/def2-TZVPD" largest_force_ev_per_a=3.5 lumo_ev="-3.8 / -3.8" relative_energy_kj_mol=289.6 charge=+1
C 0.6761 -1.0416 -0.2407 -3.49 0.20 -0.30
C 1.5168 -2.0312 -0.3569 0.81 0.13 0.04
C -1.3906 0.9735 -0.3734 0.09 -0.12 0.23
C 0.0572 1.1995 -0.8344 -0.54 0.20 -0.37
C -1.8033 -0.4588 -0.3849 2.47 -0.84 0.75
C 1.0641 0.7082 1.3675 0.08 0.21 0.77
N 1.0222 0.3644 -0.0683 0.95 0.00 -0.26
O -2.3585 -0.9260 0.7155 -0.12 0.52 -0.49
H 2.5979 -1.9134 -0.3290 0.13 0.06 0.01
H 1.1679 -3.0405 -0.4803 -0.17 -0.18 -0.04
H -1.5493 1.3705 0.6295 -0.07 0.03 -0.05
H -2.0279 1.5357 -1.0624 -0.01 0.02 0.04
H 0.1499 0.9198 -1.8862 0.13 0.00 0.15
H 0.3179 2.2534 -0.7189 0.08 -0.10 0.01
H -1.9086 -0.9877 -1.3213 -0.21 -0.11 -0.01
H 1.8540 0.1391 1.8539 -0.03 -0.02 -0.16
H 1.2526 1.7722 1.4988 -0.02 0.03 -0.11
H 0.1182 0.4392 1.8316 0.02 -0.06 -0.11
H 1.9556 0.5454 -0.4653 -0.15 0.05 0.07
H -2.7123 -1.8217 0.6254 0.06 -0.03 -0.15


[4]
25
Properties=species:S:1:pos:R:3:forces:R:3 method="wB97M-V/def2-TZVPD" largest_force_ev_per_a=1.8 lumo_ev="-5.4 / -5.2" relative_energy_kj_mol=301.9 charge=+1
C -1.8028 1.6883 0.1626 0.30 0.35 -0.06
C -1.3050 -0.5316 0.9772 0.22 0.02 0.20
C -2.8992 2.6579 -0.0391 -0.38 0.20 -0.18
C -1.9107 -1.8055 1.4102 -0.20 -0.38 0.01
C 3.7186 0.5907 -0.0999 -0.30 0.06 0.13
C 3.0580 0.8683 1.2327 1.11 -0.37 0.01
N -0.5794 2.1189 0.1699 0.31 -0.04 0.18
N -2.1389 0.3761 0.3556 -0.42 -0.21 0.04
N -0.0603 -0.2888 1.2034 0.56 0.27 -0.10
O 1.1299 -0.9047 -1.6967 0.00 0.30 1.43
O 1.8333 1.6188 1.0198 -0.35 0.51 0.33
P 0.5778 0.9963 0.4086 -0.82 -1.13 -1.19
H -2.6046 3.6267 0.3592 0.03 -0.07 0.03
H -3.8321 2.3306 0.4148 -0.03 0.01 0.02
H -3.0630 2.7948 -1.1096 -0.02 -0.03 -0.06
H -2.1208 -2.4032 0.5201 -0.04 -0.04 -0.04
H -2.8469 -1.6607 1.9462 -0.05 0.05 0.03
H -1.2071 -2.3577 2.0256 0.00 0.07 0.01
H 3.9143 1.5240 -0.6208 0.06 0.06 -0.07
H 4.6585 0.0701 0.0517 0.10 -0.07 0.05
H 3.0596 -0.0328 -0.7067 0.18 -0.02 -0.08
H 3.6623 1.5226 1.8650 -0.19 -0.15 -0.05
H 2.8255 -0.0572 1.7636 -0.08 0.17 0.06
H -3.1210 0.1256 0.2810 0.25 0.09 0.04
H 0.8218 -0.6417 -2.5640 -0.23 0.38 -0.74